# 1
# C18H39BFN2O7

A cluster of 3 separate species, C18H39BFN2O7 in total (ωB97M-V/def2-TZVPD, OMol25).

The geometry in XYZ format:
```
68
Properties=species:S:1:pos:R:3
C 2.7697 0.5346 1.3646
C 1.3863 1.1892 1.2253
C 0.4208 0.6255 0.1393
C 0.9464 -0.4706 -0.7935
N 0.6537 -1.8792 -0.4087
N 0.5069 -2.0775 1.0096
C -0.9082 -2.2279 1.4965
C -0.7428 -2.6077 2.9537
C 0.5975 -3.3781 2.9722
F 0.4644 -4.6564 3.4046
C 1.1465 -3.3558 1.5341
B 2.7648 -3.4846 1.4418
O 3.3427 -4.1434 2.4950
C 3.5980 -3.0396 0.2019
C 5.0684 -2.6870 0.4959
H 2.7850 -0.5416 1.1598
H 3.4914 0.9713 0.6721
H 3.1671 0.6960 2.3665
H 1.5352 2.2501 1.0307
H 0.8799 1.1517 2.1951
H -0.4955 0.2898 0.6245
H 0.0974 1.4503 -0.4949
H 0.4903 -0.3550 -1.7756
H 2.0218 -0.3779 -0.9508
H -0.2309 -2.1788 -0.8076
H 0.9906 -1.3118 1.4865
H -1.5445 -1.3834 1.2444
H -1.2678 -3.0997 0.9428
H -0.6654 -1.7342 3.6003
H -1.5724 -3.2322 3.2794
H 1.2903 -2.8572 3.6366
H 0.6692 -4.1743 0.9847
H 3.7423 -3.6483 3.2267
H 3.0976 -2.2454 -0.3516
H 3.5508 -3.9094 -0.4732
H 5.7168 -3.5538 0.3802
H 5.4248 -1.9086 -0.1790
H 5.2079 -2.3122 1.5134
C -7.1559 -0.0761 -0.6006
C -6.0466 -1.0198 -0.1998
O -4.8492 -0.3035 0.1875
C -4.8736 0.2160 1.4130
O -5.7463 0.0947 2.2288
O -3.7398 0.9106 1.5912
C -3.6532 1.5743 2.8608
H -6.8199 0.5941 -1.3919
H -8.0063 -0.6486 -0.9706
H -7.4875 0.5197 0.2481
H -5.7283 -1.6339 -1.0396
H -6.3487 -1.6712 0.6190
H -3.8252 0.8737 3.6752
H -4.3827 2.3793 2.9178
H -2.6475 1.9822 2.9107
C -0.2610 5.2660 -4.9204
C -0.2007 4.8256 -3.4764
O 0.4940 3.5654 -3.3299
C 1.8225 3.6436 -3.3770
O 2.4804 4.6439 -3.4744
O 2.3132 2.3993 -3.2979
C 3.7422 2.3248 -3.3929
H -0.7119 4.4892 -5.5381
H -0.8671 6.1681 -5.0025
H 0.7343 5.4860 -5.3031
H -1.1954 4.6275 -3.0825
H 0.2843 5.5715 -2.8484
H 4.2119 2.9881 -2.6699
H 4.0700 2.5928 -4.3952
H 3.9967 1.2895 -3.1843
```

Calculated values
Kohn-Sham gap, eV: 10.252
Total charge: +1
LUMO level, Eh: -0.097
2S+1: 1
E_tot, eV: -39999.3188

Löwdin atomic charge list, values in e, 6 entries:
1. C -0.089
2. C -0.217
3. C -0.161
4. C -0.155
5. N 0.048
6. N -0.076

***

# 2
# C18H39Cl26InNO3S

A structure of composition C18H39Cl26InNO3S in a non-equilibrium geometry (ωB97M-V/def2-TZVPD, OMol25).

The geometry in XYZ format:
```
89
Properties=species:S:1:pos:R:3
C -0.1482 -1.0344 -1.0347
N -0.9098 -0.8992 -2.2660
C -0.3037 -0.0062 -3.2523
C -1.2265 -2.1833 -2.8093
O -0.7013 -2.5451 -3.8291
C -2.2540 -3.0018 -2.0630
In -3.7130 -1.8949 -0.8490
S -5.6514 -1.1653 -2.3612
C -6.8578 -0.4257 -1.2637
O -5.2816 -0.0751 -3.2871
O -6.3390 -2.3220 -2.9706
H 0.0809 -0.0478 -0.6053
H 0.7895 -1.6104 -1.1728
H -0.7380 -1.5631 -0.2817
H -1.0933 0.3208 -3.9451
H 0.4880 -0.4856 -3.8442
H 0.0742 0.8949 -2.7391
H -1.7359 -3.6963 -1.3574
H -2.7453 -3.6244 -2.8286
H -3.1570 -0.4393 -0.0472
H -4.4473 -2.9679 0.3536
H -7.1531 -1.1841 -0.5222
H -7.7100 -0.0759 -1.8596
H -6.3521 0.4033 -0.7433
C -0.7392 2.7623 1.2702
Cl 0.5337 1.5419 1.3967
Cl -2.3143 2.1105 1.7335
H -0.4901 3.5805 1.9359
H -0.8032 3.0999 0.2424
C -0.5022 2.0512 -6.5242
Cl 0.7093 0.7534 -6.4318
Cl -2.1148 1.4985 -6.0746
H -0.1975 2.8414 -5.8484
H -0.5340 2.4058 -7.5482
C -1.9428 1.4038 5.3883
Cl -1.2058 2.8422 6.1251
Cl -1.1904 -0.0890 5.9546
H -2.9909 1.3873 5.6602
H -1.8191 1.4741 4.3146
C -0.4493 -4.4428 2.1067
Cl -0.6375 -2.6990 1.9396
Cl -0.2281 -5.1903 0.5203
H 0.4226 -4.6584 2.7132
H -1.3522 -4.8418 2.5537
C 4.5046 -0.2507 1.5118
Cl 4.7769 0.9228 0.2157
Cl 2.8139 -0.7362 1.6307
H 5.0992 -1.1317 1.3019
H 4.7979 0.2077 2.4495
C 1.7246 4.9153 7.0731
Cl 2.3838 5.5631 8.5856
Cl 2.9921 4.5903 5.8925
H 1.1990 3.9944 7.2942
H 1.0542 5.6579 6.6553
C 3.7345 8.4746 6.0918
Cl 3.2763 10.1403 6.4786
Cl 2.9615 7.8806 4.6205
H 4.8081 8.4433 5.9510
H 3.4346 7.8367 6.9158
C 1.9826 -8.1207 0.0910
Cl 2.5485 -7.6903 1.7106
Cl 3.3131 -8.5529 -0.9920
H 1.3207 -8.9736 0.1768
H 1.4629 -7.2642 -0.3203
C -2.6476 -7.0574 -1.9391
Cl -4.0629 -6.0946 -1.5373
Cl -1.9804 -7.8865 -0.5126
H -2.9256 -7.8119 -2.6646
H -1.8821 -6.3955 -2.3287
C 6.5759 4.3823 4.5872
Cl 6.1204 6.0652 4.8830
Cl 5.7978 3.7277 3.1445
H 7.6494 4.3396 4.4480
H 6.2665 3.7950 5.4441
C -1.1501 -0.9398 -8.9985
Cl -0.9225 0.2298 -10.3245
Cl -2.8203 -1.4715 -8.8620
H -0.5237 -1.8010 -9.1974
H -0.8528 -0.4430 -8.0841
C 1.6380 -1.1170 -12.5456
Cl 1.6899 -1.2597 -14.3098
Cl 3.2359 -0.8150 -11.8523
H 0.9881 -0.2929 -12.2838
H 1.2598 -2.0475 -12.1399
C 0.7495 3.6834 11.2673
Cl 0.2598 5.3609 11.5332
Cl 0.0221 2.9867 9.8156
H 1.8267 3.6555 11.1535
H 0.4301 3.0978 12.1207
```

Calculated values
Kohn-Sham gap, eV: 6.543
Total charge: -1
LUMO level, Eh: 0.055
Energy above the lowest of the compared OMol25 structures with the same formula, charge and spin, eV: 0.0000
2S+1: 1
E_tot, eV: -368523.4642

Löwdin atomic charge list, values in e, 6 entries:
1. C -0.136
2. N -0.190
3. C -0.109
4. C -0.547
5. O 0.062
6. C -0.237

***

# 3
# C18H39Cl6O10P

A cluster of 7 separate species, C18H39Cl6O10P in total in a non-equilibrium geometry (ωB97M-V/def2-TZVPD, OMol25).

The geometry in XYZ format:
```
74
Properties=species:S:1:pos:R:3
C -5.1254 -1.3527 -1.6883
Cl -6.5435 -2.4230 -1.7540
Cl -5.7833 0.3313 -2.0831
H -4.6073 -1.4412 -0.7334
H -4.4180 -1.6493 -2.4626
C 0.3951 -1.4970 3.2131
Cl -1.3288 -1.1801 2.9437
Cl 1.2124 0.0463 3.5987
H 0.4395 -2.2522 3.9979
H 0.7002 -1.7834 2.2066
C -0.8571 -0.9560 -1.1741
Cl -1.7881 0.3691 -0.1149
Cl -1.9353 -2.3442 -1.2936
H -0.5633 -0.5574 -2.1451
H 0.0154 -1.1918 -0.5648
C 2.2235 0.7663 -6.6928
O 2.8122 1.3974 -5.5012
P 1.8935 1.6481 -4.1968
O 1.6183 0.4632 -3.3923
O 2.6408 2.8762 -3.4541
C 2.9590 4.1118 -4.1117
O 0.5197 2.3074 -4.8190
C -0.4326 2.9425 -4.0692
H 1.1426 0.7624 -6.5527
H 2.6874 -0.2100 -6.8331
H 2.5871 1.3761 -7.5199
H 2.2855 4.2668 -4.9546
H 3.9801 4.1010 -4.4930
H 2.7543 4.9302 -3.4214
H -0.0406 3.4410 -3.1826
H -1.3154 2.3083 -3.9885
H -0.8227 3.7988 -4.6193
O 2.3737 -0.9605 0.3443
C 2.7151 0.2349 0.3858
O 3.7164 0.6925 1.0969
C 4.6623 -0.2201 1.5444
C 5.8490 0.5175 2.1810
C 1.8986 1.3063 -0.1691
H 5.0363 -0.8008 0.7012
H 4.3601 -1.0368 2.2000
H 6.2454 1.3819 1.6481
H 6.7142 -0.1395 2.2698
H 5.5303 0.7406 3.1992
H 1.1738 1.5290 0.6139
H 1.3084 0.9635 -1.0190
H 2.4173 2.2282 -0.4321
O -5.9952 0.6550 1.4569
C -6.5804 1.6781 1.6749
O -6.1080 2.7604 2.2094
C -4.6765 3.0323 2.4700
C -3.6677 3.0503 1.2993
C -8.1089 1.7851 1.5349
H -4.2266 2.2919 3.1315
H -4.6072 3.9350 3.0768
H -3.8668 2.1820 0.6713
H -2.6971 3.0563 1.7952
H -3.8671 3.9479 0.7139
H -8.5078 0.7987 1.7715
H -8.4336 1.9981 0.5164
H -8.4744 2.5833 2.1809
O 0.1422 -5.1150 3.4437
C 0.7760 -4.6867 2.5046
O 2.1443 -4.3006 2.5580
C 2.7685 -4.2762 3.8648
C 4.1976 -4.7347 3.9222
C 0.0734 -4.4070 1.2264
H 2.1763 -4.8136 4.6055
H 2.7339 -3.2488 4.2272
H 4.9331 -4.4978 3.1534
H 4.0463 -5.8007 3.7522
H 4.7342 -4.6908 4.8699
H -0.8208 -3.8065 1.3939
H -0.1161 -5.3569 0.7267
H 0.7220 -3.8621 0.5405
```

Calculated values
Kohn-Sham gap (alpha / beta), eV: 1.487 / 10.322
Total charge: -1
⟨S²⟩: 0.75
LUMO level (alpha / beta), Eh: 0.083 / 0.081
2S+1: 2
E_tot, eV: -124197.4110

Löwdin atomic charge list, values in e, 6 entries:
1. C -0.990
2. Cl 0.461
3. Cl 0.384
4. H -0.001
5. H -0.012
6. C -0.998

***

# 4
# C18H39ClN2O4

A cluster of 3 separate species, C18H39ClN2O4 in total in a non-equilibrium geometry (ωB97M-V/def2-TZVPD, OMol25).

The geometry in XYZ format:
```
64
Properties=species:S:1:pos:R:3
O -4.0293 -2.1392 -1.2296
C -2.8872 -2.7448 -1.5768
O -2.1099 -3.8136 -0.8748
C -0.6508 -3.5991 -1.1477
O -0.0932 -3.0823 0.1333
C -0.6969 -2.2674 -2.1022
C 0.6138 -1.8273 -2.9814
C 1.2600 -0.4925 -2.2106
C 0.3496 0.7940 -2.6669
Cl -0.2278 1.7890 -1.1714
O -1.9942 -2.4955 -2.7570
H -0.0500 -4.5455 -1.5372
H -0.6453 -3.4048 0.9134
H -0.9397 -1.3372 -1.4071
H 1.4606 -2.6658 -3.0416
H 0.3059 -1.4302 -4.0613
H 2.4079 -0.3614 -2.4095
H 1.1244 -0.6894 -1.0469
H -0.5897 0.4982 -3.3010
H 1.0287 1.5252 -3.2896
C 1.1707 -4.7191 4.4033
C 0.0058 -4.1356 5.1971
N -1.3117 -4.5366 4.6985
C -2.4129 -3.7521 5.2631
C -2.6647 -3.8643 6.7621
C -1.5587 -5.9784 4.6033
C -1.4121 -6.8065 5.8761
H 1.0765 -4.4904 3.3371
H 2.1138 -4.2892 4.7563
H 1.2417 -5.8039 4.5234
H 0.0915 -3.0418 5.1254
H 0.1339 -4.3872 6.2560
H -3.3416 -3.9924 4.7314
H -2.2270 -2.6943 5.0312
H -3.1343 -4.8146 7.0228
H -3.3511 -3.0727 7.0808
H -1.7483 -3.7515 7.3493
H -0.8754 -6.3927 3.8509
H -2.5552 -6.1522 4.1822
H -0.5067 -6.5617 6.4371
H -1.3535 -7.8703 5.6157
H -2.2750 -6.6894 6.5348
C 1.0371 4.5995 -1.9329
C 1.7932 5.8139 -2.4633
N 1.9579 5.8209 -3.9186
C 2.9256 6.8143 -4.3915
C 2.5954 8.2852 -4.1672
C 0.7292 5.7213 -4.7117
C -0.3449 6.7812 -4.4877
H 1.4988 3.6670 -2.2726
H 1.0517 4.6012 -0.8381
H -0.0111 4.6048 -2.2450
H 2.7883 5.7948 -1.9963
H 1.3007 6.7251 -2.1052
H 3.1181 6.6558 -5.4596
H 3.8878 6.6069 -3.9033
H 1.8193 8.6338 -4.8510
H 3.4844 8.8957 -4.3576
H 2.2780 8.4902 -3.1403
H 0.2785 4.7389 -4.5209
H 0.9823 5.6953 -5.7775
H -0.5317 6.9758 -3.4286
H -1.2912 6.4414 -4.9258
H -0.0901 7.7232 -4.9775
```

Calculated values
Kohn-Sham gap, eV: 8.695
Total charge: 0
LUMO level, Eh: 0.022
SMILES: O=C1O[C@H](O)[C@@H](CCCCl)O1.CCN(CC)CC.CCN(CC)CC
2S+1: 1
E_tot, eV: -42986.0898

Löwdin atomic charge list, values in e, 6 entries:
1. O 0.055
2. C -0.198
3. O -0.008
4. C -0.198
5. O -0.069
6. C -0.218